<P>
{
  "formula": "C4H5I",
  "method": "wB97M-V/def2-TZVPD",
  "species": ["C", "C", "C", "C", "I", "H", "H", "H", "H", "H"],
  "positions_angstrom": [[0.299, 0.082, 1.192], [0.378, 1.042, 0.238], [-0.238, -0.941, 0.227], [-0.061, 0.180, -0.857], [-1.772, 0.688, -1.969], [0.726, -0.192, 2.127], [0.678, 2.013, 0.054], [0.424, -1.814, 0.372], [-1.333, -1.234, 0.477], [0.900, 0.176, -1.860]],
  "lowdin_charge": [-0.071, -0.181, -0.243, -0.832, 0.755, 0.094, 0.074, 0.106, 0.121, 0.178],
  "lumo_energy_ev": 0.65,
  "e_homo_ev": -9.1984,
  "spin_multiplicity": 1
}

=====

<Q>
{
  "formula": "C4H5I",
  "method": "wB97M-V/def2-TZVPD",
  "species": ["C", "C", "C", "C", "I", "H", "H", "H", "H", "H"],
  "positions_angstrom": [[-0.676, -1.803, 0.508], [0.938, 1.853, 0.061], [0.203, -1.325, -0.309], [-0.015, 1.033, -0.103], [-2.012, 1.178, -0.854], [-1.217, -2.757, 0.427], [-1.055, -1.144, 1.255], [0.919, 2.881, -0.058], [1.914, 1.318, 0.032], [1.002, -1.233, -0.959]],
  "lowdin_charge": [-0.123, -0.165, 0.026, -0.671, 0.698, 0.071, 0.037, 0.027, 0.074, 0.024],
  "lumo_energy_ev": [-0.08, -0.08],
  "e_homo_ev": [-8.2150, -8.2152],
  "spin_multiplicity": 1
}

=====

Energetically preferred structure: <P> | next structure: +257.5 kJ/mol

=====

<P>
{
  "formula": "C3H4N2",
  "method": "wB97M-V/def2-TZVPD",
  "species": ["C", "C", "C", "N", "N", "H", "H", "H", "H"],
  "positions_angstrom": [[1.776, 0.149, 0.000], [-0.656, -0.767, -0.341], [-0.714, 0.599, 0.226], [2.817, -0.138, 0.336], [0.296, 0.284, -0.686], [-0.264, -1.381, 0.435], [-1.438, -0.997, -0.999], [-1.497, 1.414, -0.156], [-0.320, 0.837, 1.184]],
  "lowdin_charge": [-0.322, -0.078, -0.177, 0.077, 0.049, 0.100, 0.096, 0.171, 0.085],
  "lumo_energy_ev": [0.73, -3.76],
  "e_homo_ev": [-5.6492, -11.2871],
  "spin_multiplicity": 3,
  "s2": 2.01
}

=====

<Q>
{
  "formula": "C3H4N2",
  "method": "wB97M-V/def2-TZVPD",
  "species": ["C", "C", "C", "N", "N", "H", "H", "H", "H"],
  "positions_angstrom": [[0.082, 1.148, 0.952], [1.801, 0.317, -0.392], [-0.896, 0.659, 0.405], [-1.810, -0.098, -0.268], [1.821, -0.855, -0.501], [0.870, 1.700, 1.427], [-1.646, 0.003, -1.387], [-1.636, -1.158, 0.049], [1.413, -1.717, -0.285]],
  "lowdin_charge": [0.045, -0.058, -0.330, 0.000, 0.065, 0.040, 0.128, 0.063, 0.046],
  "lumo_energy_ev": [0.84, -2.68],
  "e_homo_ev": [-4.1257, -10.8546],
  "spin_multiplicity": 3,
  "s2": 2.01
}

=====

Energetically preferred structure: <P> | next structure: +59.9 kJ/mol

=====

<P>
{
  "formula": "CH3O3",
  "method": "wB97M-V/def2-TZVPD",
  "species": ["C", "O", "O", "O", "H", "H", "H"],
  "positions_angstrom": [[0.906, 0.152, -0.360], [-0.493, 0.311, 0.011], [-2.417, -1.071, 0.791], [-1.849, -0.094, 0.518], [1.335, -0.708, -0.842], [0.973, 1.151, -0.758], [1.545, 0.259, 0.640]],
  "lowdin_charge": [0.062, 0.025, 0.349, 0.153, 0.110, 0.127, 0.174],
  "lumo_energy_ev": [-9.83, -10.06],
  "e_homo_ev": [-17.9331, -17.7787],
  "total_charge": 1,
  "spin_multiplicity": 1
}

=====

<Q>
{
  "formula": "CH3O3",
  "method": "wB97M-V/def2-TZVPD",
  "species": ["C", "O", "O", "O", "H", "H", "H"],
  "positions_angstrom": [[-0.123, -0.110, 0.046], [-1.109, -1.258, 0.112], [0.071, -3.102, 0.231], [-0.982, -2.504, 0.171], [0.890, -0.271, -0.256], [-0.054, 0.226, 1.007], [-0.780, 0.398, -0.706]],
  "lowdin_charge": [0.163, 0.066, 0.298, 0.113, 0.114, 0.089, 0.158],
  "lumo_energy_ev": [-9.69, -9.62],
  "e_homo_ev": [-19.5895, -19.5624],
  "total_charge": 1,
  "spin_multiplicity": 1
}

=====

Energetically preferred structure: <Q> | next structure: +134.0 kJ/mol

=====

<P>
{
  "formula": "CH3N3O2S",
  "method": "wB97M-V/def2-TZVPD",
  "species": ["C", "N", "N", "N", "O", "O", "S", "H", "H", "H"],
  "positions_angstrom": [[-1.230, 0.279, -0.808], [-2.039, 0.194, 0.047], [0.368, -1.307, 1.257], [0.038, -0.096, -0.957], [2.394, -0.223, 0.090], [0.780, 1.227, 1.315], [1.085, -0.016, 0.669], [-0.182, -0.768, 1.939], [-1.797, 0.572, -1.701], [0.582, 0.138, -1.851]],
  "lowdin_charge": [-0.518, 0.234, -0.004, -0.021, -0.307, -0.288, 0.573, 0.030, 0.150, 0.151],
  "lumo_energy_ev": [-3.88, -1.41],
  "e_homo_ev": [-10.1581, -10.7382],
  "spin_multiplicity": 1
}

=====

<Q>
{
  "formula": "CH3N3O2S",
  "method": "wB97M-V/def2-TZVPD",
  "species": ["C", "N", "N", "N", "O", "O", "S", "H", "H", "H"],
  "positions_angstrom": [[0.183, -0.763, 0.106], [-0.791, 1.247, -0.025], [-2.026, 0.564, 0.243], [0.367, 0.651, 0.257], [-3.115, 0.921, -0.191], [1.324, 1.143, 0.838], [-1.622, -1.171, 0.439], [0.349, -0.776, -0.941], [0.855, -1.464, 0.615], [-0.829, 2.207, 0.267]],
  "lowdin_charge": [-0.343, 0.067, -0.547, -0.390, -0.071, 0.008, 0.936, 0.076, 0.104, 0.160],
  "lumo_energy_ev": [-0.29, -0.01],
  "e_homo_ev": [-8.2128, -8.1163],
  "spin_multiplicity": 1
}

=====

Energetically preferred structure: <P> | next structure: +144.1 kJ/mol

=====

<P>
{
  "formula": "CH3Br2ClSi",
  "method": "wB97M-V/def2-TZVPD",
  "species": ["C", "Si", "Cl", "Br", "Br", "H", "H", "H"],
  "positions_angstrom": [[0.036, -0.068, 0.273], [0.504, -0.393, 2.060], [-0.626, 0.499, 3.489], [0.696, -2.522, 2.639], [3.366, 1.538, 1.909], [0.834, -0.158, -0.509], [-0.804, -0.580, -0.055], [-0.074, 1.132, 0.403]],
  "lowdin_charge": [-0.273, -0.176, 0.312, 0.359, -0.364, 0.057, -0.005, 0.091],
  "lumo_energy_ev": -2.44,
  "e_homo_ev": -9.0568,
  "spin_multiplicity": 1
}

=====

<Q>
{
  "formula": "CH3Br2ClSi",
  "method": "wB97M-V/def2-TZVPD",
  "species": ["C", "Si", "Cl", "Br", "Br", "H", "H", "H"],
  "positions_angstrom": [[-0.432, 0.429, -0.824], [0.662, -0.340, 0.516], [-2.079, 0.531, -0.214], [-0.186, 0.067, 2.501], [2.712, 0.390, 0.388], [-0.274, -0.109, -1.738], [-0.287, 1.523, -1.275], [-0.117, -2.491, 0.644]],
  "lowdin_charge": [-0.861, -0.365, 0.465, 0.258, 0.342, 0.011, 0.085, 0.065],
  "lumo_energy_ev": -0.88,
  "e_homo_ev": -9.5289,
  "spin_multiplicity": 1
}

=====

Energetically preferred structure: <P> | next structure: +150.2 kJ/mol

=====

<P>
{
  "formula": "C20H20N6O4",
  "method": "wB97M-V/def2-TZVPD",
  "species": ["C", "C", "C", "C", "C", "N", "C", "O", "C", "N", "N", "N", "C", "C", "O", "N", "C", "C", "C", "C", "C", "C", "O", "C", "O", "C", "N", "C", "C", "C", "H", "H", "H", "H", "H", "H", "H", "H", "H", "H", "H", "H", "H", "H", "H", "H", "H", "H", "H", "H"],
  "positions_angstrom": [[-8.255, -2.623, 0.200], [-6.924, -1.952, 0.050], [-5.915, -2.551, -0.693], [-4.682, -1.951, -0.846], [-4.432, -0.719, -0.247], [-3.173, -0.143, -0.427], [-2.688, 1.035, 0.034], [-3.283, 1.850, 0.729], [-1.317, 1.291, -0.401], [-0.562, 0.517, -1.208], [0.557, 1.084, -1.419], [0.591, 2.269, -0.752], [1.755, 3.104, -0.807], [2.992, 2.468, -0.128], [3.713, 3.133, 0.582], [3.142, 1.173, -0.467], [4.137, 0.272, -0.071], [5.221, 0.650, 0.711], [6.200, -0.270, 1.077], [6.056, -1.562, 0.635], [4.966, -1.943, -0.150], [3.993, -1.050, -0.518], [5.064, -3.274, -0.451], [6.250, -3.724, 0.170], [6.864, -2.650, 0.845], [-0.573, 2.441, -0.087], [-0.917, 3.437, 0.746], [-5.435, -0.112, 0.499], [-6.674, -0.715, 0.652], [-7.735, -0.035, 1.462], [-8.475, -2.810, 1.251], [-8.269, -3.572, -0.330], [-9.050, -1.993, -0.197], [-6.099, -3.507, -1.162], [-3.909, -2.432, -1.428], [-2.522, -0.674, -0.993], [2.013, 3.287, -1.856], [1.553, 4.058, -0.317], [2.399, 0.773, -1.045], [5.303, 1.671, 1.041], [7.041, 0.021, 1.683], [3.154, -1.350, -1.123], [6.009, -4.524, 0.889], [6.937, -4.121, -0.595], [-0.443, 4.322, 0.723], [-1.887, 3.399, 1.035], [-5.241, 0.841, 0.963], [-7.370, 0.912, 1.852], [-8.039, -0.662, 2.300], [-8.618, 0.156, 0.854]],
  "lowdin_charge": [-0.051, -0.246, -0.045, -0.026, -0.215, 0.140, -0.410, 0.050, -0.147, 0.070, 0.004, -0.057, -0.017, -0.447, 0.074, 0.130, -0.212, -0.011, 0.017, -0.208, -0.201, 0.072, 0.037, -0.160, 0.032, -0.239, 0.183, 0.030, -0.227, -0.043, 0.082, 0.074, 0.082, 0.109, 0.109, 0.131, 0.141, 0.127, 0.101, 0.098, 0.120, 0.127, 0.139, 0.139, 0.103, 0.095, 0.101, 0.077, 0.084, 0.083],
  "smiles": "Cc1ccc(NC(=O)c2nnn(CC(=O)Nc3ccc4c(c3)OCO4)c2N)cc1C",
  "lumo_energy_ev": 0.59,
  "e_homo_ev": -7.8321,
  "spin_multiplicity": 1
}

=====

<Q>
{
  "formula": "C20H20N6O4",
  "method": "wB97M-V/def2-TZVPD",
  "species": ["O", "C", "C", "C", "N", "C", "N", "N", "C", "O", "N", "C", "O", "N", "N", "C", "C", "C", "C", "C", "C", "O", "C", "C", "C", "C", "C", "C", "C", "C", "H", "H", "H", "H", "H", "H", "H", "H", "H", "H", "H", "H", "H", "H", "H", "H", "H", "H", "H", "H"],
  "positions_angstrom": [[-2.747, -1.850, -0.830], [-3.251, -1.647, 0.254], [-4.179, -0.476, 0.543], [-4.343, 0.392, -0.710], [-3.093, 0.929, -1.179], [-2.453, 1.910, -0.515], [-3.001, 2.508, 0.497], [-2.342, 3.556, 1.054], [-1.150, 4.070, 0.659], [-0.607, 5.011, 1.187], [-0.598, 3.403, -0.432], [-1.132, 2.310, -1.066], [-0.577, 1.755, -1.988], [-3.046, -2.434, 1.348], [-2.384, -3.637, 1.367], [-1.281, -3.803, 0.759], [-0.411, -2.852, 0.067], [0.266, -3.256, -1.083], [1.109, -2.373, -1.726], [1.336, -1.104, -1.220], [0.693, -0.704, -0.054], [0.859, 0.506, 0.556], [1.893, 1.350, 0.090], [3.276, 0.759, 0.221], [3.564, -0.152, 1.228], [4.835, -0.685, 1.345], [5.832, -0.305, 0.465], [5.554, 0.610, -0.537], [4.281, 1.136, -0.661], [-0.190, -1.577, 0.575], [-3.751, 0.129, 1.343], [-5.154, -0.843, 0.866], [-4.769, -0.205, -1.517], [-5.002, 1.233, -0.480], [-2.510, 0.325, -1.744], [-2.816, 3.983, 1.837], [0.290, 3.761, -0.765], [-3.690, -2.355, 2.124], [-0.935, -4.831, 0.784], [0.103, -4.247, -1.479], [1.614, -2.675, -2.632], [2.011, -0.444, -1.738], [1.818, 2.240, 0.726], [1.705, 1.643, -0.951], [2.785, -0.446, 1.917], [5.046, -1.398, 2.129], [6.825, -0.721, 0.557], [6.328, 0.910, -1.227], [4.063, 1.845, -1.448], [-0.673, -1.249, 1.483]],
  "lowdin_charge": [0.087, -0.469, -0.087, -0.178, 0.057, -0.254, 0.123, 0.070, -0.525, 0.071, 0.220, -0.379, 0.101, 0.034, 0.062, -0.101, -0.225, -0.042, -0.055, 0.002, -0.262, -0.053, -0.164, -0.216, -0.026, -0.073, -0.091, -0.083, -0.045, 0.039, 0.111, 0.122, 0.127, 0.118, 0.137, 0.159, 0.167, 0.145, 0.119, 0.112, 0.108, 0.114, 0.140, 0.111, 0.121, 0.103, 0.100, 0.102, 0.115, 0.131],
  "smiles": "O=C(CCNc1n[nH]c(=O)[nH]c1=O)N/N=C\\c1cccc(OCc2ccccc2)c1",
  "lumo_energy_ev": 0.53,
  "e_homo_ev": -8.4470,
  "spin_multiplicity": 1
}

=====

Energetically preferred structure: <P> | next structure: +34.7 kJ/mol